{"formula": "C14H14BF9MnN6O", "method": "ωB97M-V with the def2-TZVPD basis set", "species": ["H", "N", "B", "N", "C", "Mn", "H", "C", "H", "C", "H", "C", "H", "H", "H", "N", "N", "N", "N", "C", "C", "H", "H", "C", "C", "C", "C", "H", "H", "H", "H", "H", "F", "C", "F", "F", "C", "O", "C", "F", "F", "F", "C", "F", "F", "F"], "coordinates": [[0.965, 3.324, 0.282], [0.526, 1.682, -1.089], [0.160, 0.321, -3.215], [0.526, 1.639, -2.465], [0.887, 2.833, -2.971], [0.031, -0.294, -0.165], [0.947, 2.963, -4.058], [1.115, 3.684, -1.914], [1.422, 4.721, -2.000], [0.877, 2.957, -0.726], [0.218, 0.455, -4.409], [-0.577, -1.866, 1.018], [-0.654, -1.981, 2.127], [0.260, -2.550, 0.751], [-1.634, -2.008, 0.704], [-1.274, -0.076, -2.770], [1.133, -0.783, -2.722], [-1.558, -0.249, -1.439], [1.252, -1.064, -1.385], [-2.390, -0.263, -3.490], [1.993, -1.549, -3.404], [-2.341, -0.149, -4.573], [2.053, -1.439, -4.486], [-3.409, -0.577, -2.623], [2.653, -2.357, -2.509], [-2.883, -0.574, -1.319], [2.173, -2.065, -1.222], [-4.433, -0.791, -2.898], [3.407, -3.090, -2.750], [-3.389, -0.778, -0.390], [2.449, -2.497, -0.274], [-0.830, 0.708, 1.645], [0.709, -2.265, 3.795], [1.009, -0.949, 4.033], [1.202, -0.847, 5.401], [2.235, -0.777, 3.466], [-0.019, 0.069, 3.459], [0.101, 0.476, 1.909], [-1.408, -0.259, 4.078], [-1.458, -0.051, 5.440], [-2.347, 0.536, 3.496], [-1.824, -1.540, 3.852], [0.424, 1.489, 3.902], [0.520, 1.711, 5.222], [1.639, 1.746, 3.331], [-0.460, 2.377, 3.357]], "forces_ev_per_a": [[-0.1, -0.4, 0.1], [0.3, 1.5, 0.1], [-0.1, 0.2, 0.6], [0.2, 0.1, 0.9], [-0.2, -0.5, -0.1], [-0.9, 1.2, 2.0], [0.0, 0.0, 0.7], [0.2, 0.8, 0.4], [-0.1, -0.3, 0.1], [-0.2, -1.3, -2.4], [0.0, 0.0, 0.2], [-0.5, -0.7, 1.6], [0.2, 0.2, -1.3], [-1.2, -0.4, -0.3], [0.9, -1.0, -0.4], [-0.7, -0.1, 1.0], [0.7, -0.4, 1.0], [-1.9, -0.3, -0.8], [2.4, -2.2, -1.8], [0.6, 0.1, -0.2], [-0.4, 0.4, -0.3], [-0.2, -0.1, 0.4], [0.1, -0.2, 0.4], [-1.1, -0.3, 0.3], [0.8, -0.9, 0.4], [1.9, 0.7, -2.2], [-1.0, 1.6, -2.4], [0.1, 0.0, 0.0], [0.0, 0.0, 0.0], [0.3, 0.0, 0.1], [-0.2, 0.2, 0.1], [0.6, -0.3, 0.7], [-0.1, 1.7, 0.5], [2.2, -2.2, -0.3], [-0.8, 0.3, -2.0], [-1.1, 0.2, 0.4], [0.7, 1.5, -0.3], [-1.0, -0.5, 3.2], [-1.9, -0.6, -0.2], [0.3, -0.2, -2.0], [0.7, -0.4, 0.5], [0.7, 1.5, 0.6], [0.5, 1.1, -0.6], [-0.1, 0.0, -1.0], [-0.9, 0.1, 1.1], [0.6, -0.2, 1.1]], "lowdin_charge": [0.103, -0.008, -0.479, -0.033, -0.082, 0.765, 0.129, -0.080, 0.093, -0.090, 0.120, -0.207, -0.037, -0.016, -0.020, -0.020, -0.008, -0.049, -0.088, -0.076, -0.070, 0.128, 0.130, -0.073, -0.067, -0.087, -0.072, 0.094, 0.095, 0.105, 0.112, 0.092, 0.128, -0.454, 0.141, 0.147, -0.052, -0.107, -0.467, 0.152, 0.144, 0.138, -0.521, 0.174, 0.141, 0.134], "lumo_energy_ev": [0.368, 0.148], "orbital_gap_ev": [6.77, 8.06], "s2": 8.788, "multiplicity": 6, "e_above_lowest_kcal_mol": 44.6, "e_tot_ev": -82186.7301}